1.
Below is C8H12BCrN3O19S as an isolated structure at a distorted geometry, with properties calculated with the ωB97M-V functional and the def2-TZVPD basis.

Last column: Löwdin charge in e.
Positions of all 45 atoms, in Å:
1 Cr 0.87202 0.80244 0.35243  0.8248
2 O -6.16699 -3.81203 -0.62782  0.1335
3 C -5.26988 -3.02679 -0.73870  -0.3793
4 O -4.41145 -2.71418 0.23468  0.2283
5 B -3.69312 -1.50842 -0.18343  -0.8500
6 O -3.92104 -1.36845 -1.63294  0.2424
7 C -4.92132 -2.15241 -1.97582  -0.3953
8 O -5.44406 -2.21688 -3.05213  0.1386
9 O -2.22574 -1.69364 0.05941  0.2447
10 C -1.78189 -0.79849 0.89884  -0.3301
11 O -0.60762 -0.57534 1.12524  0.0494
12 C -2.93467 0.16794 1.15197  -0.3936
13 O -4.00880 -0.29814 0.59475  0.2576
14 O -2.87863 1.16826 1.82079  0.1809
15 C 3.72492 1.84018 -0.34083  -0.3007
16 O 2.39417 2.24776 -0.05838  -0.3798
17 H 4.01299 0.85193 0.03563  0.0336
18 H 3.90798 1.96127 -1.41687  0.0550
19 H 4.42613 2.59654 0.04505  0.0440
20 S -0.84578 3.25554 -1.16299  0.2053
21 O -2.20011 3.71257 -0.82422  -0.4155
22 O -0.42440 2.05967 -0.38663  -0.4595
23 O -0.92341 2.94912 -2.59446  -0.4244
24 O 0.16889 4.27752 -0.89609  -0.4010
25 C 2.15496 -3.13038 0.60862  0.0505
26 N 2.35180 -1.78010 1.13294  -0.3961
27 O 2.60183 -1.62142 2.31668  0.0653
28 O 2.20897 -0.87543 0.31728  -0.0268
29 H 1.71047 -3.76095 1.37039  0.1018
30 H 3.15568 -3.48728 0.34605  0.1020
31 H 1.67848 -3.14362 -0.36722  0.1050
32 C 3.15518 1.33537 4.00182  0.0432
33 N 1.91864 1.94430 3.50739  -0.4129
34 O 1.32359 1.40912 2.60740  0.0472
35 O 1.50792 2.92628 4.09996  0.0830
36 H 3.00500 0.26084 4.03713  0.0847
37 H 3.47998 1.86497 4.89097  0.0908
38 H 3.93474 1.55808 3.26975  0.1077
39 C -0.66828 -0.18758 -3.63073  0.0703
40 N 0.49706 -0.13712 -2.66312  -0.3819
41 O 1.53338 0.30748 -3.09502  0.1017
42 O 0.28865 -0.45115 -1.50413  -0.0070
43 H -0.93994 0.79660 -4.00157  0.0908
44 H -1.54753 -0.72779 -3.28900  0.0877
45 H -0.19874 -0.82620 -4.38307  0.0843

Results
E_HOMO (spin up / spin down) in Ha: -0.0282 / -0.0281
2S+1: 5
Net charge: -2
Orbital gap (spin up / spin down) in eV: 4.03 / 4.33
Largest force on an atom in eV/Å: 4.477
LUMO (spin up / spin down) in eV: 3.3 / 3.6

***

2.
Below is a 2-piece molecular cluster, C4H6Br4 overall at a distorted geometry, with properties calculated with the ωB97M-V functional and the def2-TZVPD basis.

Last column: Löwdin charge in e.
Positions of all 14 atoms, in Å:
1 Br -4.02050 -2.29438 0.09338  0.4305
2 C -2.43105 -2.05455 -1.33385  -1.3841
3 Br -1.56973 -3.79216 -1.85680  0.5992
4 Br -2.85091 -0.83403 -2.70604  0.6710
5 H -2.00314 -1.57693 -0.62767  -0.1895
6 C 0.29449 0.28258 -0.31574  -0.0790
7 C 0.70903 -0.82393 -0.87055  -0.8307
8 C 0.68293 -1.19510 -2.36777  -0.1836
9 Br 1.46764 -2.25248 0.10925  0.7192
10 H -0.19968 0.34237 0.73824  0.1074
11 H 0.05098 1.11804 -1.02711  0.0841
12 H 1.59868 -1.09730 -2.83284  0.0477
13 H 0.04107 -0.61007 -2.98307  0.0325
14 H 0.44019 -2.23831 -2.43624  -0.0248

Results
E_HOMO in Ha: -0.3500
2S+1: 1
Net charge: 0
ΔE to the lowest compared entry with this formula, charge and spin in eV: 3.052
Orbital gap in eV: 8.63
Largest force on an atom in eV/Å: 6.618
LUMO in eV: -0.9
SMILES: BrC(Br)Br.C=C(C)Br

***

3.
Below is C12H13ClO2Pm as an isolated structure at a distorted geometry, with properties calculated with the ωB97M-V functional and the def2-TZVPD basis.

Last column: Löwdin charge in e.
Positions of all 29 atoms, in Å:
1 C 2.39626 -1.47112 -1.52912  -0.3348
2 C 1.30584 -1.28424 -2.45072  -0.2179
3 C 0.14856 -1.92700 -1.92619  -0.1654
4 H 1.28007 -0.67275 -3.37196  0.1068
5 C 0.49513 -2.50071 -0.67497  -0.1742
6 C 1.88405 -2.24279 -0.41729  -0.2820
7 H 2.35640 -2.37077 0.57476  0.0935
8 H 3.30029 -0.83168 -1.52634  0.0860
9 H -0.80007 -2.05789 -2.45140  0.0991
10 H -0.23854 -3.02729 -0.03557  0.1117
11 Pm 1.26404 0.27813 -0.14977  1.4994
12 Cl 2.01622 2.50421 -1.25914  -0.3122
13 C -2.29901 1.83278 -0.09117  -0.2290
14 C -2.71716 0.51851 0.25445  -0.2064
15 C -2.72263 -0.26766 -0.94849  -0.2253
16 H -2.96556 0.15992 1.24161  0.0607
17 C -2.31442 0.57286 -2.02762  -0.2285
18 C -2.03808 1.87724 -1.49457  -0.2206
19 H -1.69052 2.73177 -2.06009  0.0550
20 H -2.19894 2.67499 0.59677  0.0618
21 H -2.91198 -1.34295 -1.00808  0.0605
22 H -2.16991 0.26287 -3.06067  0.0576
23 C 1.67786 1.42946 3.73117  -0.0920
24 O 1.33265 1.05081 2.38966  -0.3079
25 C 0.51997 -0.09655 2.29764  -0.4774
26 O -0.25309 -0.41743 3.20104  -0.0541
27 H 2.75166 1.26169 3.87149  0.0819
28 H 1.13096 0.86596 4.47317  0.0695
29 H 1.45994 2.48963 3.85139  0.0841

Results
E_HOMO (spin up / spin down) in Ha: -0.1190 / -0.1192
2S+1: 5
Net charge: -1
Orbital gap (spin up / spin down) in eV: 5.42 / 5.46
Largest force on an atom in eV/Å: 3.070
LUMO (spin up / spin down) in eV: 2.2 / 2.2

***

4.
Below is a 5-piece molecular cluster, C3H15NO4 overall at a distorted geometry, with properties calculated with the ωB97M-V functional and the def2-TZVPD basis.

Last column: Löwdin charge in e.
Positions of all 23 atoms, in Å:
1 C 0.63774 -4.19945 -0.34776  -0.0064
2 C -0.49969 -3.63062 -0.75705  -0.1454
3 C -1.23430 -2.66964 0.25683  -0.2585
4 N -1.72180 -3.45055 1.38715  -0.0042
5 H 1.11249 -4.69622 -1.20320  0.0530
6 H 1.09608 -4.36521 0.56088  0.0348
7 H -1.03205 -3.72138 -1.69573  0.0841
8 H -0.45366 -2.13551 0.56340  0.0493
9 H -2.13781 -2.13601 -0.14507  0.1091
10 H -1.22323 -3.34117 2.20293  0.0285
11 H -2.05674 -4.36917 1.22867  0.0596
12 O -2.15980 4.02147 -2.54203  -0.0307
13 H -2.22888 3.10317 -2.73380  -0.0220
14 H -1.35096 4.20895 -2.97802  0.0124
15 O 1.28736 5.94372 2.25757  -0.1068
16 H 0.67914 6.70688 2.42005  0.0470
17 H 1.75788 6.19259 1.40732  0.0597
18 O 5.18146 0.45980 2.48849  0.0417
19 H 5.89999 0.71812 2.89335  -0.0555
20 H 5.23807 0.23464 1.59574  0.0138
21 O -2.19196 0.80790 -2.68962  -0.0467
22 H -1.62828 0.15645 -3.10524  0.0351
23 H -1.97843 0.73284 -1.74878  0.0482

Results
E_HOMO in Ha: -0.3184
2S+1: 1
Net charge: 0
ΔE to the lowest compared entry with this formula, charge and spin in eV: 3.344
Orbital gap in eV: 9.22
Largest force on an atom in eV/Å: 7.122
LUMO in eV: 0.6
SMILES: C=CCN.O.O.O.O

***

5.
Below is C30H27BrF4N5O4P2Ti as an isolated structure at a distorted geometry, with properties calculated with the ωB97M-V functional and the def2-TZVPD basis.

Last column: Löwdin charge in e.
Positions of all 74 atoms, in Å:
1 Ti -0.64773 0.46209 -0.30706  0.6416
2 C -4.32660 -0.45511 1.27041  0.0321
3 C -3.66471 0.85808 1.07717  -0.3022
4 N -2.50566 1.11025 0.48748  0.0902
5 C -2.33003 2.48347 0.55937  -0.1222
6 C -3.39441 3.05269 1.19487  -0.0549
7 N -4.21535 2.00865 1.50721  0.2068
8 C -3.74775 4.42966 1.64585  -0.4781
9 O -2.89951 5.38109 1.34868  0.1653
10 O -4.77553 4.59058 2.25189  0.1326
11 C -1.14425 3.09312 -0.08515  -0.5210
12 O -0.88272 4.27786 0.04409  0.1123
13 O -0.44710 2.24081 -0.77118  -0.2011
14 H -3.60196 -1.22569 1.52342  0.0707
15 H -4.84574 -0.75896 0.36112  0.0955
16 H -5.05895 -0.37938 2.07321  0.0966
17 H -5.09722 2.13635 1.98523  0.1847
18 H -2.11671 5.06515 0.82808  0.0757
19 F 3.49640 -5.97130 3.44561  0.1618
20 C 2.88202 -4.95734 2.86493  -0.1309
21 C 2.50687 -3.85594 3.61143  -0.1338
22 F 2.76193 -3.81616 4.91042  0.1519
23 C 1.86015 -2.79643 2.99729  -0.2054
24 F 1.51181 -1.75065 3.75246  0.1036
25 C 1.56057 -2.80406 1.64139  -0.3239
26 P 0.90113 -1.34996 0.70291  1.0241
27 C 0.23597 -0.11511 1.90392  -0.4230
28 C 0.73201 1.19972 1.80243  -0.1200
29 C 0.20657 2.21163 2.59846  -0.0427
30 C -0.80065 1.93055 3.50747  -0.0321
31 C -1.27370 0.62922 3.63998  -0.0401
32 C -0.76747 -0.38280 2.84550  -0.0779
33 C -0.75774 -2.07440 0.23989  -0.3886
34 C -1.44180 -1.57575 -0.88505  -0.2016
35 C -2.66559 -2.11967 -1.27187  -0.0546
36 C -3.21698 -3.15897 -0.54812  -0.0662
37 C -2.56480 -3.64536 0.57922  -0.0447
38 C -1.35729 -3.09563 0.97787  -0.0822
39 C 1.99916 -3.91126 0.89417  -0.5847
40 Br 1.82726 -3.96121 -0.98431  0.8786
41 C 2.62313 -4.98417 1.50315  -0.2616
42 F 3.00420 -6.03701 0.79555  0.1025
43 H 1.57060 1.41092 1.14816  0.1046
44 H 0.59599 3.21875 2.52258  0.1307
45 H -1.20282 2.71992 4.12945  0.1252
46 H -2.03595 0.39954 4.37410  0.1213
47 H -1.12658 -1.39390 2.98217  0.1111
48 H -0.92011 -0.90741 -1.60706  0.0678
49 H -3.16593 -1.75268 -2.15904  0.1250
50 H -4.15209 -3.59968 -0.86809  0.1207
51 H -2.99109 -4.46525 1.14253  0.1208
52 H -0.84538 -3.50346 1.83962  0.1139
53 C 4.22745 1.23383 -3.07766  -0.1766
54 N 3.34012 2.34953 -2.76782  -0.1484
55 C 2.56705 2.69987 -3.95612  -0.1680
56 N 1.82592 1.56659 -4.50617  -0.1515
57 C 2.75028 0.46778 -4.76713  -0.1777
58 N 3.50827 0.06892 -3.58357  -0.1508
59 C 2.67340 -0.55252 -2.57366  -0.3184
60 P 1.34361 0.61806 -1.94122  0.9936
61 C 2.49531 2.06601 -1.62609  -0.2920
62 C 0.74078 1.15700 -3.63538  -0.2988
63 H 4.78363 0.95552 -2.18048  0.1304
64 H 4.93545 1.55670 -3.84223  0.1328
65 H 3.25393 3.06531 -4.72064  0.1332
66 H 1.86552 3.49570 -3.70078  0.1343
67 H 3.45784 0.78912 -5.53262  0.1326
68 H 2.19270 -0.39236 -5.14299  0.1295
69 H 3.28864 -0.86486 -1.72627  0.0823
70 H 2.19655 -1.44103 -2.99360  0.0726
71 H 3.12920 1.82151 -0.76844  0.0935
72 H 1.88956 2.93788 -1.37659  0.0898
73 H 0.03334 1.97997 -3.50793  0.0912
74 H 0.21361 0.31608 -4.09642  0.0925

Results
E_HOMO (spin up / spin down) in Ha: -0.3665 / -0.3953
2S+1: 3
Net charge: +1
ΔE to the lowest compared entry with this formula, charge and spin in eV: 1.019
Orbital gap (spin up / spin down) in eV: 6.67 / 7.33
Largest force on an atom in eV/Å: 2.787
LUMO (spin up / spin down) in eV: -3.3 / -3.4

***

- Which of these has the lowest largest force on an atom?
  C30H27BrF4N5O4P2Ti